No. 1
Molecular formula: C6H6
Method: DFT, wB97M-V/def2-TZVPD

For the total energy, the calculation gives -232.00089 Eh. The HOMO energy (alpha / beta) is -8.05 / -8.46 eV. The lowest unoccupied orbital energy (alpha / beta) is -0.041 / -0.042 Eh. Its orbital gap (alpha / beta) is 6.9 / 7.3 eV.

Geometry as XYZ:
```
12
C6H6 (wB97M-V/def2-TZVPD)
C -1.30487 -0.65004 -0.63583
C -0.05324 -0.04528 -0.07641
C 0.90740 -0.86487 0.44330
C 2.22643 -0.46153 0.75868
C 0.03456 1.38074 -0.07297
C -0.08563 2.58128 -0.02306
H -1.45914 -0.27703 -1.65235
H -1.19400 -1.73557 -0.67213
H -2.19288 -0.39677 -0.05121
H 0.58092 -1.89545 0.58312
H 2.69578 -1.28148 1.34063
H -0.15533 3.64598 0.05823
```

No. 2
Molecular formula: C6H6
Method: DFT, wB97M-V/def2-TZVPD

For the total energy, the calculation gives -232.06926 Eh. The HOMO energy is -9.92 eV. The lowest unoccupied orbital energy is 0.036 Eh. Its orbital gap is 10.9 eV.

Geometry as XYZ:
```
12
C6H6 (wB97M-V/def2-TZVPD)
C -0.16007 1.54705 -0.23086
C 0.04490 0.13003 0.34425
C 1.31213 -0.54792 0.08622
C 2.28864 -1.22054 -0.14985
C -1.13827 -0.71379 0.03315
C -2.06054 -1.41545 -0.15760
H -0.24812 1.49018 -1.29557
H -1.12387 1.93490 0.28928
H 0.64285 2.22162 0.02991
H 0.09359 0.39071 1.44994
H 3.24061 -1.66113 -0.32207
H -2.89185 -2.15566 -0.07679
```

No. 3
Molecular formula: C6H6Br18
Method: DFT, wB97M-V/def2-TZVPD

For the total energy, the calculation gives -46564.38294 Eh. The HOMO energy is -10.23 eV. The lowest unoccupied orbital energy is -0.028 Eh. Its orbital gap is 9.5 eV.

Geometry as XYZ:
```
30
C6H6Br18 (wB97M-V/def2-TZVPD)
C -1.52923 -3.99367 3.65177
Br -1.77172 -2.23271 2.87610
Br -0.44475 -3.89582 5.30576
Br -0.58904 -5.02034 2.28316
H -2.48416 -4.48211 3.78907
C 3.79033 -2.33733 2.62217
Br 5.15968 -3.75804 2.60380
Br 4.63225 -0.61211 2.87933
Br 2.38259 -2.66495 3.94055
H 3.33869 -2.13939 1.65882
C 1.55945 3.21674 -2.04297
Br 2.82660 4.56099 -2.64517
Br 2.51350 1.60825 -1.48303
Br 0.16028 2.91187 -3.34561
H 1.11425 3.57425 -1.12417
C -3.15591 4.02424 -0.68180
Br -4.12177 2.85472 -1.92352
Br -3.51255 3.63668 1.20013
Br -3.63766 5.86182 -1.00987
H -2.12315 3.88337 -0.97746
C -0.54492 0.66485 0.83785
Br 1.09523 -0.37192 1.10555
Br -1.28426 0.24917 -0.93413
Br -0.33002 2.56694 1.18718
H -1.24854 0.24747 1.54500
C -0.37292 -1.58482 -4.16391
Br 1.35843 -2.58107 -4.07353
Br -1.88014 -2.82901 -4.12432
Br -0.38998 -0.36275 -5.68748
H -0.51055 -0.99531 -3.26929
```

No. 4
Molecular formula: C6H6BrClO
Method: DFT, wB97M-V/def2-TZVPD

For the total energy, the calculation gives -3341.57137 Eh. The HOMO energy is -8.50 eV. The lowest unoccupied orbital energy is 0.018 Eh. Its orbital gap is 9.0 eV.

Geometry as XYZ:
```
15
C6H6BrClO (wB97M-V/def2-TZVPD)
C -1.15908 -0.47260 -0.81819
C -0.12585 0.29825 -1.22442
C -1.21935 -1.13850 0.52826
C 0.91896 0.74864 -0.29791
C -0.98831 -0.43638 1.64016
C 1.75645 0.00645 0.41587
O 2.71777 0.43878 1.27672
Cl -1.38282 -1.20712 3.14205
Br 1.72187 -1.92552 0.24159
H -1.95044 -0.71740 -1.52174
H 0.03252 0.86658 -2.07754
H -1.61499 -2.18020 0.46438
H 0.93206 1.93437 -0.21397
H -0.86894 0.73684 1.61624
H 3.63241 0.08870 1.15977
```

No. 5
Molecular formula: C6H6BrNO4
Method: DFT, wB97M-V/def2-TZVPD

For the total energy, the calculation gives -3161.86988 Eh. The HOMO energy (alpha / beta) is -8.61 / -9.01 eV. The lowest unoccupied orbital energy (alpha / beta) is -0.052 / -0.050 Eh. Its orbital gap (alpha / beta) is 7.2 / 7.6 eV.

Geometry as XYZ:
```
18
C6H6BrNO4 (wB97M-V/def2-TZVPD)
C 1.01639 1.45943 0.06609
C -1.11781 0.81853 -1.01667
C -0.42652 -1.28724 0.41766
C 1.80050 0.50089 -0.83864
C -0.52523 -0.54948 -0.90566
C -0.94126 -0.74700 1.68303
N -0.29210 1.66518 -0.28235
O 1.57199 2.00340 0.99396
O -2.13403 1.10285 -1.59099
O -0.15415 -2.45241 0.23911
O -0.49437 -1.34496 -1.94287
Br 3.39746 -0.14417 -0.12193
H 1.80884 0.68096 -1.89214
H -1.24854 0.26539 1.70526
H -0.08015 -0.87675 2.51750
H -1.50407 -1.48313 2.33536
H -0.62651 2.56469 0.06139
H -0.05046 -2.17618 -1.42812
```

No. 6
Molecular formula: C6H6Cl2CrN2O3RuS
Method: DFT, wB97M-V/def2-TZVPD

Its spin multiplicity is 9. For the total energy, the calculation gives -3023.51513 Eh. As for the total charge: +4. The HOMO energy (alpha / beta) is -24.81 / -25.23 eV. The lowest unoccupied orbital energy (alpha / beta) is -0.642 / -0.708 Eh. Its orbital gap (alpha / beta) is 7.3 / 6.0 eV.

Geometry as XYZ:
```
22
C6H6Cl2CrN2O3RuS (wB97M-V/def2-TZVPD)
Cr 1.94366 3.67028 -0.26412
Ru 0.36955 1.12656 -0.13888
Cl 2.12560 1.98095 1.29790
Cl 1.73961 2.01603 -1.88244
C -0.94331 0.65146 -1.27377
C 2.04716 5.03291 1.08765
C 1.73758 5.08305 -1.55559
O -1.79856 0.33186 -2.03967
O 2.09667 5.83272 1.92470
O 1.59610 5.91382 -2.35062
S 1.33489 -0.76069 1.04196
C 0.04945 -1.82328 0.67173
N -1.21191 -1.59218 1.01028
C -2.06725 -2.68703 0.56920
C -1.06262 -3.68575 -0.04912
N 0.21080 -2.98840 0.05440
H -1.59342 -0.74430 1.50171
H -2.76903 -2.31008 -0.18266
H -2.59866 -3.13073 1.41345
H -1.30416 -3.90109 -1.09485
H -1.01330 -4.60930 0.53619
H 1.11115 -3.40683 -0.27744
```

No. 7
Molecular formula: C6H6Cl2O2
Method: DFT, wB97M-V/def2-TZVPD

For the total energy, the calculation gives -1303.04491 Eh. The HOMO energy is -10.57 eV. The lowest unoccupied orbital energy is 0.020 Eh. Its orbital gap is 11.1 eV.

Geometry as XYZ:
```
16
C6H6Cl2O2 (wB97M-V/def2-TZVPD)
C -0.92558 -1.51100 0.53715
C -1.76880 0.89420 -0.04200
C 0.51698 0.67243 1.17077
C 0.66221 0.61625 -0.37702
C -0.56022 0.13258 0.33553
C 1.51002 -0.43086 -0.98535
O -0.52238 -2.13026 1.47921
O -2.86594 0.56285 -0.45812
Cl -1.99569 -2.22272 -0.52017
Cl -1.43819 2.60523 -0.04436
H 1.10064 -0.05427 1.71767
H 0.48274 1.62616 1.58895
H 0.53096 1.55788 -0.85748
H 2.48038 -0.12151 -1.40535
H 1.09932 -0.94878 -1.93521
H 1.69355 -1.24818 -0.20423
```

No. 8
Molecular formula: C6H6Cl2O4RhRu
Method: DFT, wB97M-V/def2-TZVPD

Its spin multiplicity is 10. For the total energy, the calculation gives -1656.63096 Eh. As for the total charge: +4. The HOMO energy (alpha / beta) is -21.87 / -26.58 eV. The lowest unoccupied orbital energy (alpha / beta) is -0.605 / -0.781 Eh. Its orbital gap (alpha / beta) is 5.4 / 5.3 eV.

Geometry as XYZ:
```
20
C6H6Cl2O4RhRu (wB97M-V/def2-TZVPD)
Ru -0.46934 -0.48577 -2.83474
Rh -0.19697 0.28014 -0.09036
Cl -1.20956 -1.73838 -0.95016
Cl -1.12463 1.60861 -1.74583
C 0.92755 1.59799 0.47996
C -0.07830 -1.96355 -3.84009
C -0.00223 0.58726 -4.22976
O 1.62504 2.31780 1.08535
O 0.19377 -2.89812 -4.49203
O 0.30082 1.29162 -5.11427
C -1.06803 0.66761 3.94597
C -0.00801 -0.09946 3.20121
C 1.07891 -0.71009 4.04358
O -0.01917 -0.41152 1.99136
H -0.88322 0.56448 5.01939
H -2.06663 0.25899 3.76228
H -1.04849 1.74250 3.73964
H 1.12068 -1.77850 3.81865
H 2.03673 -0.24708 3.79320
H 0.89658 -0.57423 5.10646
```

No. 9
Molecular formula: C6H6ClF
Method: DFT, wB97M-V/def2-TZVPD

For the total energy, the calculation gives -792.14025 Eh. The HOMO energy is -9.80 eV. The lowest unoccupied orbital energy is 0.032 Eh. Its orbital gap is 10.7 eV.

Geometry as XYZ:
```
14
C6H6ClF (wB97M-V/def2-TZVPD)
C 1.46684 -0.11474 0.41899
C 0.04132 0.05647 0.18311
C -0.77951 -1.12714 0.20462
C -0.24468 -0.74755 -1.13169
C -0.74787 1.29750 0.45743
C -1.44328 2.33640 0.28240
H 1.72153 -1.18099 0.17780
H -1.78826 -1.04645 0.54271
H -0.18872 -2.00572 0.50020
H 0.64412 -1.43684 -1.36801
H -0.94487 -0.38037 -1.78271
H -2.10668 3.24555 0.42541
F 1.93966 0.00491 1.67634
Cl 2.43041 1.09897 -0.58662
```

No. 10
Molecular formula: C6H6ClNO4
Method: DFT, wB97M-V/def2-TZVPD

For the total energy, the calculation gives -1047.94852 Eh. The HOMO energy is -9.21 eV. The lowest unoccupied orbital energy is 0.006 Eh. Its orbital gap is 9.4 eV.

Geometry as XYZ:
```
18
C6H6ClNO4 (wB97M-V/def2-TZVPD)
C 0.58556 -1.21030 -1.31133
C 0.87636 -1.10678 0.14460
C -0.24887 -0.43037 -1.84609
C 1.30219 0.21013 0.66550
C 0.08014 1.16913 0.52361
C -1.19162 0.43908 0.62432
N -1.32062 -0.78055 1.03546
O -0.21719 -1.63128 1.03612
O -0.89301 0.24556 -2.55313
O -2.31515 -1.34232 1.41625
O 0.20356 1.94784 -0.65131
Cl -2.68378 1.33826 0.48380
H 1.09547 -1.94395 -1.99431
H 1.70551 -1.67101 0.31565
H 1.50083 0.13890 1.76957
H 2.25861 0.62352 0.11690
H -0.02519 1.97658 1.32050
H -0.71280 2.02758 -1.09611
```

> What is the formula in the second record?

C6H6